w | The following is a DFT calculation (wB97M-V/def2-TZVPD) of an isolated molecule of C6H9NO2.

The geometry in XYZ format:
```
18
Properties=species:S:1:pos:R:3:nbo_charge:R:1
C -1.12292 -1.74999 1.19487 -0.6187
C -1.01383 -0.52105 0.31794 -0.2775
C -0.63101 0.76168 1.03083 -0.4823
C 0.11473 1.26013 -0.14775 0.4439
O -0.12249 2.54936 -0.51308 -0.6531
C 0.97669 0.43146 -0.84504 -0.1325
N 2.08294 0.77810 -1.61362 -0.8320
C 0.38541 -0.85747 -0.74008 0.5598
O 0.60185 -1.94175 -1.21650 -0.5851
H -1.91263 -1.62038 1.94347 0.2008
H -1.34403 -2.63682 0.59417 0.2277
H -0.18679 -1.95661 1.72095 0.2046
H -1.89903 -0.38429 -0.30681 0.2124
H 0.00938 0.60113 1.90028 0.2321
H -1.48610 1.38479 1.30055 0.2306
H 0.29753 2.69437 -1.37869 0.4931
H 2.82604 1.21397 -1.07674 0.3807
H 2.42428 -0.00664 -2.16475 0.3957
```

Its net charge is 0. As for the SMILES: C[C@H]1CC(O)=C(N)C1=O. The value obtained for the HOMO energy is -8.230 eV. For the orbital gap, the calculation gives 0.3255 Ha. For the LUMO energy, the calculation gives 0.628 eV.

x | The following is a DFT calculation (wB97M-V/def2-TZVPD) of a structure of composition C6H9NO2.

The geometry in XYZ format:
```
18
Properties=species:S:1:pos:R:3:nbo_charge:R:1
C 0.83027 -0.72193 1.24775 -0.2467
C -2.42947 -0.12970 0.17446 -0.6842
C 2.11372 0.60167 -0.64061 -0.6642
N 0.16612 -1.31037 0.10304 -0.5759
C -1.11018 -0.10634 -0.57459 0.4866
C 0.98993 0.40677 0.30326 0.1490
C -0.22948 1.14154 -0.01633 0.4662
O -1.05196 -0.30657 -1.80208 -0.7160
O -0.53578 2.29948 -0.00291 -0.4934
H 0.46439 -1.70470 -0.77993 0.4208
H 0.15906 -0.57634 2.09176 0.2214
H 1.76136 -1.20757 1.52946 0.2176
H -2.27815 -0.13485 1.25464 0.1999
H -3.00239 0.75660 -0.09705 0.2450
H -2.95995 -1.03551 -0.11921 0.2288
H 2.51176 1.61123 -0.50662 0.2573
H 2.90109 -0.13863 -0.50463 0.2262
H 1.69966 0.55522 -1.66040 0.2618
```

Its net charge is 0. The value obtained for the HOMO energy is -8.094 eV. For the orbital gap, the calculation gives 0.2906 Ha. For the LUMO energy, the calculation gives -0.186 eV.

y | The following is a DFT calculation (wB97M-V/def2-TZVPD) of a structure of composition C6H9NO2.

The geometry in XYZ format:
```
18
Properties=species:S:1:pos:R:3:nbo_charge:R:1
O 1.82356 1.39816 1.39664 -0.5456
C 1.58721 0.65153 0.47965 0.8335
C 1.23663 -0.82511 0.53525 -0.5247
C -0.08277 -0.75875 -0.25586 -0.0436
C -1.39156 -1.03245 0.51248 -0.4404
C -2.21506 0.19660 0.19554 -0.2629
C -1.44158 1.13708 -0.36144 -0.0083
N -0.11318 0.69607 -0.53927 -0.6584
H 1.99200 -1.44099 0.02756 0.2313
H 1.06412 -1.12627 1.57538 0.2485
H -0.04448 -1.33576 -1.19299 0.1952
H -1.86196 -1.96893 0.18452 0.2185
H -1.22124 -1.12143 1.59911 0.2087
H -3.27737 0.30478 0.40689 0.2217
H -1.68569 2.18258 -0.54573 0.2188
H 0.77853 1.20286 -1.45399 0.5038
O 2.24392 1.29978 -1.04770 -0.8561
H 2.60894 0.54026 -1.51606 0.4600
```

Its net charge is 0. The value obtained for the HOMO energy is -8.016 eV. For the orbital gap, the calculation gives 0.3185 Ha. For the LUMO energy, the calculation gives 0.652 eV.

z | The following is a DFT calculation (wB97M-V/def2-TZVPD) of a structure of composition C6H9NO2.

The geometry in XYZ format:
```
18
Properties=species:S:1:pos:R:3:nbo_charge:R:1
C -1.34212 1.47294 0.16619 -0.6575
C -0.46696 0.74151 -0.96501 -0.4831
C 0.05901 -0.46821 -0.14186 -0.0287
C 0.61966 -0.34370 1.29821 -0.1837
C 2.53662 -0.59064 -0.37409 0.6025
C -1.10272 -1.54547 -0.30219 0.4936
H -1.84555 2.44992 -0.10180 0.2315
H -2.47499 1.07985 0.61476 0.2412
H -0.67591 1.88126 1.29595 0.1854
H 0.47656 1.47201 -1.50285 0.2880
H -1.25484 0.56041 -1.99351 0.2912
H 0.74884 0.60579 1.54578 0.2097
H 0.10444 -1.02964 2.08161 0.2290
H 3.80346 -1.65507 -0.05915 0.1011
H -1.37026 -2.57168 0.76437 0.0884
N 1.35584 -1.08462 0.10730 -0.5032
O 2.69312 0.46447 -1.19389 -0.5863
O -1.86420 -1.43912 -1.23981 -0.5192
```

Its net charge is 0. The value obtained for the HOMO energy is -9.917 eV. For the orbital gap, the calculation gives 0.3632 Ha. For the LUMO energy, the calculation gives -0.034 eV.

How do the energies compare? Relative to the most stable structure, in kJ/mol: w 0.0; x 271.4; y 213.8; z 857.5.

w | The following is a DFT calculation (wB97M-V/def2-TZVPD) of a cluster of 4 separate species, C3H14NO3S in total.

The geometry in XYZ format:
```
22
Properties=species:S:1:pos:R:3:nbo_charge:R:1
C 0.84726 -2.00244 -0.83880 -0.6028
C 0.27166 -0.57980 -0.69096 -0.0767
C -1.22405 -0.64205 -0.95045 -0.5197
S -1.94219 1.07871 -0.93951 -0.7142
N 0.58020 -0.06421 0.62034 -0.8826
H 0.39986 -2.70860 -0.14262 0.1892
H 1.93099 -2.04340 -0.67477 0.1935
H 0.72315 -2.31558 -1.87959 0.1937
H 0.78213 -0.04217 -1.46185 0.1928
H -1.47600 -0.99081 -1.95104 0.1952
H -1.69636 -1.25800 -0.18413 0.1735
H 0.50464 0.92903 0.75895 0.3759
H -0.02582 -0.49880 1.31235 0.3615
H 2.00458 2.03755 -0.95861 0.4835
H 2.23580 1.58513 -2.45193 0.4727
O 2.59212 1.57651 -1.56167 -0.9542
H -3.37226 -0.36200 1.78277 0.4479
H -2.39267 0.53403 1.06887 0.4900
O -2.65094 0.24011 1.99659 -1.0156
H 2.92695 -1.03438 1.86166 0.4797
H 2.14862 -0.22857 2.81776 0.4751
O 3.00006 -0.68151 2.76300 -0.9583
```

Its net charge is -1. The value obtained for the HOMO energy is -3.211 eV. For the orbital gap, the calculation gives 0.2480 Ha. For the LUMO energy, the calculation gives 3.539 eV.

x | The following is a DFT calculation (wB97M-V/def2-TZVPD) of a cluster of 4 separate species, C3H14NO3S in total.

The geometry in XYZ format:
```
22
Properties=species:S:1:pos:R:3:nbo_charge:R:1
C -0.47055 0.92214 1.40572 -0.4413
C 0.90722 1.70045 1.30653 -0.4992
S 1.52569 2.61965 -0.30029 -0.7425
C -0.16535 -0.56401 1.46492 -0.2138
N -1.48113 -1.37935 1.42901 -0.8939
H -1.11394 1.34347 0.57656 0.2042
H -1.01810 1.25945 2.24203 0.1824
H 1.66492 1.25471 1.83724 0.1743
H 0.51224 2.61906 1.69287 0.2004
H 0.44907 -0.96814 2.40790 0.1804
H 0.45853 -0.76997 0.52375 0.1815
H -2.39443 -0.84901 1.47514 0.3547
H -1.41072 -1.85031 0.51385 0.3738
H -1.50372 0.79305 -1.85689 0.4712
H 0.04920 0.58329 -1.46943 0.5044
O -0.71977 0.30426 -2.18355 -1.0065
H 2.70632 -1.04982 -1.25475 0.4591
H 2.05173 0.30162 -1.77372 0.5083
O 2.28054 -0.67433 -1.96643 -0.9901
H -0.24660 -2.01343 -1.49203 0.4636
H -0.95105 -1.47216 -2.60043 0.4850
O -1.13008 -2.11064 -1.97798 -0.9559
```

Its net charge is -1. The value obtained for the HOMO energy is -3.298 eV. For the orbital gap, the calculation gives 0.2558 Ha. For the LUMO energy, the calculation gives 3.662 eV.

How do the energies compare? Relative to the most stable structure, in kJ/mol: w 0.0; x 213.9.